(1)
Formula: CH2N2S2
Source: the OMol25 dataset
Level of theory: ωB97M-V/def2-TZVPD

Each line ends with the natural charge from an NBO analysis.
Positions of all 7 atoms, in Å:
C 1.186 -0.554 0.125  0.3595
N 2.260 -0.584 -0.314  -0.3102
N -0.062 -0.443 0.617  -0.6110
S -1.232 -1.397 -0.061  0.3677
S -0.692 1.688 -0.162  -0.0432
H -0.927 -1.107 -1.284  0.0815
H -0.533 2.397 1.080  0.1556

maximum force = 0.055 Eh/bohr
lowest unoccupied orbital energy (alpha / beta) = -2.411 / -2.617 eV
E_HOMO (alpha / beta) = -9.82 / -9.88 eV
total energy = -945.05671 Eh
frontier orbital gap (alpha / beta) = 7.4 / 7.3 eV
energy above the lowest of the compared OMol25 structures with the same formula, charge and spin = 67.1 kcal per mole

(2)
Formula: C19H21N3O4S
Source: the OMol25 dataset
Level of theory: ωB97M-V/def2-TZVPD

Each line ends with the natural charge from an NBO analysis.
Positions of all 48 atoms, in Å:
C -4.938 -2.913 1.297  -0.2513
O -4.927 -3.031 -0.107  -0.5324
C -4.571 -1.855 -0.788  -0.0792
C -3.067 -1.538 -0.725  -0.2606
N -2.710 -0.369 -1.497  -0.8665
S -2.997 1.122 -0.778  2.3043
O -3.287 2.044 -1.839  -0.9386
O -3.958 0.987 0.284  -0.9459
C -1.406 1.527 -0.056  -0.3499
C -0.333 0.687 -0.249  -0.1007
C 0.904 0.991 0.317  -0.0913
C 2.039 0.078 0.117  0.1440
N 1.772 -1.184 0.243  -0.1980
N 2.724 -2.099 0.135  -0.2240
C 2.297 -3.471 0.295  -0.4079
C 4.068 -1.845 -0.066  0.6233
O 4.872 -2.759 -0.087  -0.6146
C 4.385 -0.430 -0.265  -0.1446
C 5.698 -0.057 -0.556  -0.1513
C 6.002 1.261 -0.804  -0.2046
C 4.991 2.221 -0.792  -0.1849
C 3.692 1.871 -0.501  -0.2197
C 3.369 0.541 -0.201  0.0097
C 1.015 2.137 1.100  -0.1670
C -0.070 2.976 1.276  -0.2144
C -1.302 2.695 0.693  0.0413
C -2.477 3.597 0.857  -0.6595
H -5.502 -2.029 1.613  0.1722
H -3.925 -2.853 1.710  0.1623
H -5.424 -3.812 1.673  0.1947
H -5.124 -0.991 -0.395  0.1894
H -4.860 -2.024 -1.830  0.1793
H -2.492 -2.396 -1.088  0.2071
H -2.774 -1.323 0.304  0.2131
H -3.068 -0.373 -2.440  0.4099
H -0.447 -0.203 -0.845  0.2407
H 2.435 -4.014 -0.641  0.2116
H 1.249 -3.467 0.579  0.2232
H 2.904 -3.954 1.062  0.2219
H 6.450 -0.831 -0.587  0.2415
H 7.018 1.553 -1.025  0.2200
H 5.229 3.250 -1.019  0.2189
H 2.912 2.617 -0.521  0.2275
H 1.949 2.362 1.595  0.2208
H 0.037 3.864 1.881  0.2179
H -3.276 3.072 1.377  0.2493
H -2.866 3.875 -0.121  0.2452
H -2.210 4.493 1.413  0.2177

maximum force = 0.022 Eh/bohr
lowest unoccupied orbital energy = 0.082 eV
E_HOMO = -8.52 eV
total energy = -1600.01798 Eh
frontier orbital gap = 8.6 eV
energy above the lowest of the compared OMol25 structures with the same formula, charge and spin = 59.8 kcal per mole
structure (SMILES) = COCCNS(=O)(=O)c1cc(-c2nn(C)c(=O)c3ccccc23)ccc1C

(3)
Formula: C4H9NO
Source: the OMol25 dataset
Level of theory: ωB97M-V/def2-TZVPD

Each line ends with the natural charge from an NBO analysis.
Positions of all 15 atoms, in Å:
C -0.372 -0.982 0.456  -0.5783
C 0.665 -0.543 -0.458  -0.1044
C 1.899 0.143 0.038  -0.6416
C -1.360 0.091 -0.479  0.5948
N -1.623 1.292 0.248  -0.8808
O -2.198 -0.451 -1.196  -0.6197
H -0.831 1.676 0.745  0.3675
H -2.467 1.201 0.800  0.3966
H -0.747 -1.986 0.304  0.2324
H -0.272 -0.659 1.487  0.2027
H 0.762 -1.118 -1.375  0.2345
H -0.141 0.466 -1.105  0.1236
H 2.393 0.724 -0.740  0.2273
H 1.695 0.778 0.901  0.2131
H 2.597 -0.632 0.373  0.2324

maximum force = 0.108 Eh/bohr
lowest unoccupied orbital energy = 0.538 eV
E_HOMO = -8.18 eV
total energy = -287.67799 Eh
frontier orbital gap = 8.7 eV
energy above the lowest of the compared OMol25 structures with the same formula, charge and spin = 96.9 kcal per mole

(4)
Formula: C22H20MnN6O
Source: the OMol25 dataset
Level of theory: ωB97M-V/def2-TZVPD

Each line ends with the Löwdin spin population.
Positions of all 50 atoms, in Å:
Mn -0.186 0.290 -1.692  0.0480
C -3.878 -1.870 -1.877  0.0012
C -2.751 -1.155 -2.259  0.0003
N -1.902 -0.672 -1.353  0.0007
C -2.189 -0.887 -0.050  0.0002
C -3.312 -1.631 0.305  0.0007
N -4.140 -2.113 -0.600  0.0001
C -1.205 -0.299 0.862  0.0048
C -1.257 -0.267 2.241  -0.0041
C -0.225 0.333 2.971  0.0072
C 0.858 0.845 2.247  -0.0044
C 0.852 0.805 0.867  0.0046
N -0.184 0.270 0.186  -0.0033
C 1.874 1.334 -0.038  0.0003
C 3.103 1.883 0.323  0.0007
N 3.965 2.311 -0.577  0.0002
C 3.618 2.237 -1.856  0.0012
C 2.396 1.706 -2.243  0.0003
N 1.534 1.237 -1.343  0.0003
C -0.277 0.426 4.447  -0.0154
C -1.403 -0.021 5.162  0.0506
C -1.422 0.067 6.540  0.0851
N -0.369 0.573 7.134  0.7076
C 0.714 1.036 6.560  0.0849
C 0.789 0.974 5.182  0.0506
H -4.577 -2.259 -2.606  0.0001
H -2.531 -0.957 -3.299  -0.0001
H -3.542 -1.845 1.343  0.0000
H -2.110 -0.710 2.732  0.0002
H 1.704 1.295 2.744  0.0002
H 3.397 1.976 1.363  0.0000
H 4.334 2.601 -2.583  0.0000
H 2.097 1.669 -3.282  -0.0001
H -2.278 -0.425 4.681  0.0063
H -2.262 -0.264 7.145  0.0175
H 1.508 1.444 7.180  0.0174
H 1.682 1.362 4.720  0.0063
C 1.719 -2.757 -3.802  -0.0001
C 0.934 -1.495 -3.904  -0.0005
C 0.629 -0.910 -5.239  -0.0004
O 0.525 -0.940 -2.883  -0.0010
H 1.779 -3.269 -4.758  0.0000
H 1.297 -3.414 -3.042  0.0000
H 2.736 -2.516 -3.480  0.0000
H 1.399 -1.142 -5.971  0.0000
H 0.475 0.165 -5.161  -0.0003
H -0.305 -1.357 -5.597  -0.0001
C -1.016 1.769 -2.317  -0.0594
H -2.083 1.854 -2.550  -0.0041
H -0.516 2.711 -2.571  -0.0044

maximum force = 0.036 Eh/bohr
lowest unoccupied orbital energy (alpha / beta) = -7.605 / -10.298 eV
E_HOMO (alpha / beta) = -12.83 / -12.79 eV
total energy = -2404.42024 Eh
frontier orbital gap (alpha / beta) = 5.2 / 2.5 eV
<S²> = 0.77
spin multiplicity = 2
net charge = +2

(5)
Formula: C14H30Cl10NO4S3
Source: the OMol25 dataset
Level of theory: ωB97M-V/def2-TZVPD

Each line ends with the natural charge from an NBO analysis.
Positions of all 62 atoms, in Å:
C -2.454 0.207 1.357  -0.8995
S -2.138 1.924 1.018  2.3256
O -1.635 1.954 -0.344  -1.0020
O -1.237 2.365 2.072  -0.9842
N -3.499 2.732 1.199  -1.2595
S -4.823 2.409 0.385  2.3090
O -5.449 3.656 -0.023  -0.9810
O -4.680 1.379 -0.632  -1.0010
C -5.960 1.746 1.640  -0.6702
C -6.933 0.672 1.150  -0.4123
C -6.372 -0.711 0.818  -0.5198
S -5.881 -1.694 2.261  -0.0732
H -3.181 -0.191 0.651  0.2456
H -1.493 -0.292 1.223  0.2351
H -2.779 0.101 2.391  0.2227
H -6.545 2.624 1.919  0.2412
H -5.381 1.449 2.517  0.2215
H -7.473 1.065 0.283  0.2222
H -7.678 0.531 1.943  0.2022
H -5.562 -0.642 0.095  0.2479
H -7.172 -1.307 0.371  0.2127
H -5.303 -0.740 3.001  0.1195
Cl -2.869 0.492 -4.329  -0.0960
C -1.526 0.981 -3.247  -0.3813
C -0.191 0.542 -3.780  -0.3779
Cl 0.018 -1.235 -3.736  -0.0956
H -1.729 0.584 -2.258  0.2602
H -1.553 2.065 -3.175  0.2361
H 0.600 0.962 -3.161  0.2381
H -0.043 0.854 -4.811  0.2102
Cl 3.513 1.419 -4.284  -0.0730
C 4.582 0.521 -3.170  -0.3844
C 3.915 -0.688 -2.572  -0.3998
Cl 2.613 -0.244 -1.441  -0.0481
H 4.903 1.215 -2.399  0.2345
H 5.450 0.217 -3.752  0.2154
H 4.652 -1.253 -2.006  0.2258
H 3.481 -1.330 -3.336  0.2238
Cl 5.022 4.016 -2.486  -0.0410
C 6.314 4.513 -1.369  -0.3960
C 7.647 3.920 -1.749  -0.3821
Cl 7.688 2.149 -1.525  -0.0650
H 6.019 4.210 -0.367  0.2271
H 6.377 5.599 -1.406  0.2206
H 8.428 4.338 -1.116  0.2178
H 7.883 4.122 -2.791  0.2212
Cl -6.030 -2.439 6.487  -0.0561
C -5.123 -3.973 6.458  -0.3858
C -3.709 -3.787 5.967  -0.3959
Cl -3.655 -3.359 4.242  -0.0354
H -5.670 -4.665 5.823  0.2225
H -5.109 -4.354 7.478  0.2142
H -3.159 -4.719 6.088  0.2159
H -3.202 -3.001 6.522  0.2221
Cl 7.023 -2.149 -2.949  -0.0623
C 7.765 -3.330 -1.839  -0.3837
C 6.852 -3.646 -0.680  -0.3913
Cl 6.632 -2.241 0.392  -0.0497
H 8.708 -2.911 -1.497  0.2230
H 7.961 -4.235 -2.412  0.2212
H 7.284 -4.447 -0.083  0.2213
H 5.868 -3.951 -1.027  0.2270

maximum force = 0.011 Eh/bohr
lowest unoccupied orbital energy = 1.766 eV
E_HOMO = -5.91 eV
total energy = -6703.72023 Eh
frontier orbital gap = 7.7 eV
net charge = -1

(6)
Formula: C37H41BF2N10O7Ru
Source: the OMol25 dataset
Level of theory: ωB97M-V/def2-TZVPD

Each line ends with the Löwdin spin population.
Positions of all 99 atoms, in Å:
Ru 1.928 -0.412 0.136  0.8642
C 2.143 2.915 7.021  0.0000
C 2.897 3.501 5.838  0.0000
N 2.435 2.957 4.557  -0.0004
C 3.120 1.934 4.003  -0.0001
C 2.791 1.293 2.849  0.0003
C 3.748 0.201 2.408  0.0070
O 4.681 -0.054 3.143  0.0144
O 3.547 -0.337 1.257  0.0472
C 1.631 1.710 2.152  -0.0005
O 1.208 1.236 1.075  0.0024
C 0.862 2.798 2.756  -0.0003
C -0.307 3.235 2.130  -0.0001
C -1.036 4.249 2.679  0.0000
F -2.193 4.617 2.085  0.0000
C -0.631 4.900 3.852  -0.0002
C 0.524 4.463 4.474  0.0000
C 1.277 3.405 3.948  -0.0002
N -1.338 5.995 4.417  -0.0001
C -2.273 6.775 3.617  0.0000
C -2.588 8.068 4.394  0.0000
N -1.476 8.293 5.375  0.0000
C -1.524 7.259 6.469  0.0000
C -1.785 5.901 5.797  0.0000
H 2.513 3.344 7.952  0.0000
H 2.284 1.835 7.064  0.0000
H 1.072 3.108 6.952  0.0000
H 3.958 3.272 5.909  0.0000
H 2.821 4.588 5.804  0.0000
H 4.014 1.604 4.519  0.0000
H -0.634 2.752 1.218  0.0000
H 0.854 4.973 5.368  0.0000
H -3.214 6.258 3.415  0.0000
H -1.810 7.012 2.661  0.0000
H -3.503 7.992 4.978  0.0000
H -2.660 8.933 3.740  0.0000
H -1.492 9.237 5.759  0.0000
H -0.595 8.159 4.873  0.0000
H -2.315 7.545 7.159  0.0000
H -0.566 7.296 6.984  0.0000
H -2.852 5.648 5.850  0.0000
H -1.245 5.120 6.324  0.0000
C -1.248 -7.239 -1.354  0.0001
C -1.807 -5.830 -1.249  0.0001
N -0.748 -4.817 -1.199  0.0025
C -0.428 -4.265 -0.016  0.0010
C 0.544 -3.322 0.183  0.0008
C 0.572 -2.668 1.559  0.0013
O 0.141 -3.308 2.501  0.0012
O 0.976 -1.442 1.633  0.0143
C 1.369 -2.987 -0.921  0.0019
O 2.279 -2.114 -0.931  0.0053
C 1.076 -3.630 -2.197  0.0002
C 1.833 -3.268 -3.319  0.0002
C 1.438 -3.679 -4.554  0.0001
F 2.175 -3.335 -5.626  0.0000
C 0.234 -4.372 -4.744  0.0004
C -0.458 -4.813 -3.631  0.0000
C -0.034 -4.467 -2.341  0.0004
N -0.370 -4.493 -6.018  0.0001
C 0.011 -3.580 -7.091  0.0000
C -1.114 -3.603 -8.136  0.0000
N -2.341 -4.119 -7.450  0.0000
C -2.189 -5.582 -7.135  0.0000
C -0.784 -5.780 -6.529  0.0000
H -2.062 -7.964 -1.380  0.0000
H -0.617 -7.464 -0.494  0.0000
H -0.647 -7.361 -2.255  0.0000
H -2.397 -5.711 -0.342  0.0000
H -2.475 -5.598 -2.078  0.0000
H -1.026 -4.565 0.835  0.0001
H 2.695 -2.626 -3.200  0.0000
H -1.395 -5.332 -3.777  0.0000
H 0.952 -3.847 -7.578  0.0000
H 0.108 -2.584 -6.674  0.0000
H -0.914 -4.280 -8.965  0.0000
H -1.326 -2.612 -8.530  0.0000
H -3.183 -3.945 -7.995  0.0000
H -2.415 -3.617 -6.556  0.0000
H -2.338 -6.137 -8.059  0.0000
H -2.980 -5.836 -6.431  0.0000
H -0.082 -6.161 -7.281  0.0000
H -0.835 -6.513 -5.728  0.0000
B 4.237 1.507 -3.520  0.0021
C 3.467 0.965 -2.253  0.0099
N 2.893 0.582 -1.329  -0.0044
H 3.686 2.532 -3.861  0.0006
H 4.146 0.644 -4.372  0.0000
H 5.387 1.692 -3.190  0.0013
N -1.258 -0.504 0.622  0.0020
C -0.969 -0.467 -0.694  0.0031
O 0.228 -0.265 -1.078  0.0161
C -2.049 -0.661 -1.599  0.0020
C -1.930 -0.646 -2.994  0.0004
N -1.947 -0.604 -4.145  0.0010
C -3.316 -1.018 -1.082  0.0005
N -4.333 -1.340 -0.636  0.0017
H -2.204 -0.638 0.931  0.0001
H -0.501 -0.490 1.289  -0.0001

maximum force = 0.022 Eh/bohr
lowest unoccupied orbital energy (alpha / beta) = -3.095 / -3.095 eV
E_HOMO (alpha / beta) = -8.76 / -8.75 eV
total energy = -2828.04521 Eh
frontier orbital gap (alpha / beta) = 5.7 / 5.7 eV
energy above the lowest of the compared OMol25 structures with the same formula, charge and spin = 25.8 kcal per mole
<S²> = 0.75
spin multiplicity = 2
net charge = +1